The following is a quantum chemistry calculation of one molecule with the formula C22H20Cl2N2O2 in a non-equilibrium geometry, from OMol25.

## Properties
Energy above the lowest of the compared OMol25 structures with the same formula, charge and spin = 65.1 kcal/mol
SMILES string = O=C(CCCl)N1CCN(C(=O)CCCl)c2c1c1ccccc1c1ccccc21
HOMO-LUMO gap = 0.280 Ha
HOMO = -7.731 eV
Net charge = 0
DFT total energy = -55257.013 eV
F_max = 4.8 eV/Å

CARTESIAN COORDINATES (ANGSTROEM)
Cl1 3.3933 2.0666 -5.7952
Cl2 -4.1533 0.6938 3.6909
O1 -3.7207 1.9183 0.9439
O2 2.2720 2.0452 -1.5506
N1 0.2809 1.0267 -1.7987
N2 -1.5344 1.2995 0.4670
C1 1.6201 1.7343 -3.7938
C2 0.5159 0.2370 -0.5793
C3 0.9123 -1.8037 3.1116
C4 -0.3847 0.5007 0.5224
C5 1.3387 1.8303 -2.2743
C6 -1.0572 1.5994 -1.9966
C7 -0.7957 0.2234 2.9651
C8 2.7641 -3.2399 -0.4319
C9 -2.8693 0.9881 0.8039
C10 -0.1157 -0.1193 1.7335
C11 -3.3078 -0.4124 1.3158
C12 -1.3670 2.2992 -0.6494
C13 0.7903 -1.1840 1.8254
C14 0.1373 -1.5011 4.2194
C15 -4.4941 -0.3253 2.3089
C16 -0.7406 -0.4599 4.1541
C17 1.4187 -0.8767 -0.4971
C18 2.0095 -1.3891 -1.7067
C19 2.7050 -2.5379 -1.7068
C20 1.5325 -1.6131 0.7198
C21 2.3039 -2.7367 0.7748
C22 3.1436 1.8572 -4.0906
H1 -1.4771 1.1092 3.0714
H2 1.0923 2.6570 -4.0863
H3 0.1732 -1.9853 5.1826
H4 -2.4623 -1.0573 1.7394
H5 -1.7683 0.8767 -2.3344
H6 3.2335 -4.1940 -0.3441
H7 1.5331 -2.5729 3.3458
H8 -2.2967 2.8342 -0.8948
H9 -4.7419 -1.3274 2.6650
H10 -1.2446 -0.0560 5.0134
H11 2.3090 -3.3516 1.6597
H12 -0.5787 3.0381 -0.3065
H13 1.9186 -1.0051 -2.6411
H14 3.0169 -2.9932 -2.6219
H15 3.6319 0.9571 -3.7345
H16 1.2031 0.8480 -4.3192
H17 3.7079 2.6913 -3.6239
H18 -5.3803 0.0402 1.7672
H19 -0.9125 2.4437 -2.6864
H20 -3.5548 -1.0734 0.4629


The following is a quantum chemistry calculation of one molecule with the formula C22H20FN3O5S in a non-equilibrium geometry, from OMol25.

## Properties
Energy above the lowest of the compared OMol25 structures with the same formula, charge and spin = 1.1 kcal/mol
SMILES string = O=C(CN(c1ccc(F)cc1)S(=O)(=O)c1ccc2c(c1)OCCO2)NCc1cccnc1
HOMO-LUMO gap = 0.328 Ha
HOMO = -8.577 eV
Net charge = 0
DFT total energy = -51398.753 eV
F_max = 1.4 eV/Å

CARTESIAN COORDINATES (ANGSTROEM)
S1 1.7669 -2.3909 -0.5255
F1 1.5362 2.3590 -5.0386
O1 -3.9100 -1.6092 0.9509
O2 3.7159 1.8958 0.9836
O3 2.4309 -3.0165 0.5791
O4 -1.8473 -1.2516 2.8827
O5 1.8441 -2.9961 -1.8177
N1 -2.6133 1.6333 1.0157
N2 1.7791 0.8848 1.5630
N3 2.3849 -0.8096 -0.5944
C1 -4.1221 -0.8903 2.1555
C2 -1.4908 1.7955 1.6951
C3 -2.6043 -1.8137 0.6525
C4 -0.2218 2.1008 -0.2923
C5 1.0125 2.0680 1.8977
C6 -0.2587 2.0280 1.0972
C7 -1.3939 1.9327 -1.0080
C8 -0.9606 -2.4603 -0.9846
C9 2.8577 1.8219 -3.1569
C10 1.7615 1.5761 -3.9605
C11 -2.2796 -2.2692 -0.6222
C12 3.0805 1.0252 -2.0489
C13 2.2055 -0.0175 -1.7311
C14 -3.2036 -1.4259 3.2503
C15 3.0058 0.9165 1.0056
C16 0.0430 -2.1864 -0.0726
C17 -1.5823 -1.6137 1.5962
C18 0.8823 0.5493 -3.6728
C19 3.3865 -0.4311 0.3822
C20 -0.2591 -1.8061 1.2202
C21 1.1038 -0.2358 -2.5577
C22 -2.5646 1.6922 -0.3046
H1 3.9365 1.2425 -1.4339
H2 0.7147 2.2809 -0.8003
H3 -5.1718 -1.0326 2.4139
H4 -1.5809 1.7301 2.7721
H5 -1.3957 1.9824 -2.0849
H6 -3.9090 0.1733 1.9807
H7 0.4186 -1.0301 -2.3322
H8 3.5320 2.6285 -3.3968
H9 4.3864 -0.3657 -0.0591
H10 -0.7006 -2.8405 -1.9596
H11 -3.3403 -0.8801 4.1841
H12 0.0335 0.3710 -4.3137
H13 -3.0842 -2.4655 -1.3120
H14 1.6310 2.9332 1.6432
H15 -3.5070 1.5386 -0.8129
H16 3.3981 -1.2175 1.1388
H17 1.2479 0.0298 1.4845
H18 0.7944 2.0844 2.9703
H19 0.5158 -1.7245 1.9657
H20 -3.4046 -2.4931 3.4130


The following is a quantum chemistry calculation of one molecule with the formula C22H20FNO4S in a non-equilibrium geometry, from OMol25.

## Properties
Energy above the lowest of the compared OMol25 structures with the same formula, charge and spin = 0.2 kcal/mol
SMILES string = NS(=O)(=O)c1ccc(F)cc1-c1ccc2c(c1)OC[C@H](Cc1ccccc1)[C@H]2O
HOMO-LUMO gap = 0.329 Ha
HOMO = -8.934 eV
Net charge = 0
DFT total energy = -46368.484 eV
F_max = 5.4 eV/Å

CARTESIAN COORDINATES (ANGSTROEM)
S1 3.5792 -2.8355 -2.3753
F1 -1.8984 -4.8362 -3.2188
O1 4.4858 -3.7460 -3.0819
O2 3.9636 -1.4157 -2.4523
O3 1.5510 3.5125 -0.3732
O4 0.7810 0.4427 1.3634
N1 3.8675 -3.2480 -0.7866
C1 0.9463 -0.8837 -0.4734
C2 -2.5336 1.1570 3.2113
C3 -1.8142 2.1644 1.0514
C4 -3.3070 2.5188 5.1111
C5 -0.3307 2.6098 1.0447
C6 -3.0480 1.2338 4.5386
C7 0.4763 0.0080 -2.7970
C8 -3.1824 3.5917 4.3572
C9 1.8728 -3.3134 -2.6962
C10 -2.3186 2.3141 2.4156
C11 0.7776 -2.4810 -2.4522
C12 -0.6697 -4.3736 -3.1944
C13 -0.4755 -2.9790 -2.8055
C14 -2.6805 3.5135 2.9998
C15 0.3264 2.7682 -0.3083
C16 0.8293 -1.1296 -1.9068
C17 0.3890 -5.2211 -3.2164
C18 0.3825 1.2702 -2.1878
C19 1.7266 -4.6555 -3.1460
C20 0.7754 0.3424 -0.0099
C21 0.4242 1.4099 -0.8307
C22 0.6535 1.7424 1.9134
H1 -0.3746 3.5622 1.4887
H2 -0.4609 3.2963 -0.9495
H3 -2.2894 0.2752 2.7398
H4 0.0737 2.1436 -2.7439
H5 4.8155 -2.8645 -0.6032
H6 -3.8210 2.4537 6.1124
H7 2.5815 -5.3009 -3.2831
H8 -2.3652 2.8793 0.4456
H9 -2.4559 4.4697 2.5062
H10 1.6148 2.2552 2.0760
H11 -3.4689 4.5610 4.7176
H12 -3.3140 0.3800 5.0317
H13 2.0700 3.1968 -1.1039
H14 3.1884 -2.9430 -0.1325
H15 0.2740 -0.2707 -3.7983
H16 0.2565 -6.2560 -3.4622
H17 -1.8759 1.1252 0.7540
H18 0.2705 1.6940 2.8371
H19 -1.3633 -2.4108 -2.5320
H20 1.0947 -1.7273 0.2057


The following is a quantum chemistry calculation of one molecule with the formula C22H20N2O5 in a non-equilibrium geometry, from OMol25.

## Properties
Energy above the lowest of the compared OMol25 structures with the same formula, charge and spin = 434.1 kcal/mol
SMILES string = O=C(COC(=O)CNC(=O)c1ccc(-c2ccccc2)cc1)NCc1ccco1
HOMO-LUMO gap = 0.257 Ha
HOMO = -7.648 eV
Net charge = 0
DFT total energy = -36339.638 eV
F_max = 19.3 eV/Å

CARTESIAN COORDINATES (ANGSTROEM)
O1 -1.2873 0.6443 0.3313
O2 -2.1491 -2.0492 -0.2811
O3 -4.4165 -1.3498 -2.8237
O4 -6.0130 1.8116 -0.5562
O5 -4.1857 -2.5303 0.8645
N1 -3.1606 0.0537 -1.4929
N2 -0.8349 -1.2382 1.8693
C1 -5.3421 2.4399 1.3534
C2 6.9619 0.3228 -1.7953
C3 -3.5092 -1.2198 -2.0166
C4 -2.9897 -2.4633 -1.3164
C5 1.0685 -0.1842 0.7135
C6 -3.0289 -2.1136 1.0082
C7 -4.0035 1.0140 -1.9177
C8 3.3388 -0.3397 1.2618
C9 1.9763 -0.8394 1.6033
C10 -0.5285 -0.2694 1.1832
C11 3.6149 0.0523 0.2043
C12 5.0966 0.1124 -0.2582
C13 -6.4636 2.3152 0.5771
C14 -4.2987 1.9120 0.8517
C15 7.3697 0.8101 0.6888
C16 2.7426 0.5003 -0.7122
C17 -2.3377 -1.5138 2.2401
C18 -4.7666 1.6214 -0.4887
C19 5.5465 -0.0842 -1.5215
C20 1.3838 0.5146 -0.5173
C21 7.8465 0.5326 -1.0328
C22 6.0144 0.6885 0.7513
H1 7.1676 -0.1327 -2.8045
H2 3.9499 -0.7963 1.9093
H3 -4.7505 1.0556 -2.4978
H4 5.5695 0.9974 1.8280
H5 -0.0937 -2.2143 2.0020
H6 -2.5688 -0.0058 -0.7546
H7 -2.1910 -2.4377 2.9678
H8 0.5750 0.7411 -1.2620
H9 -7.5122 2.6686 0.8613
H10 8.7270 0.7097 -0.8639
H11 -3.3252 1.9150 -2.2725
H12 8.1479 1.0349 1.3431
H13 -2.1868 -2.8041 -2.0667
H14 -3.6174 -3.3943 -1.2552
H15 -3.1569 1.8287 0.8633
H16 3.0268 1.0613 -1.6856
H17 4.8355 -0.4912 -2.2560
H18 -5.4116 2.8400 2.3942
H19 1.8469 -1.1595 2.5408
H20 -2.6769 -0.5672 2.2379


The following is a quantum chemistry calculation of C22H20N4OS3Tc as an isolated structure in a non-equilibrium geometry, from OMol25.

## Properties
Energy above the lowest of the compared OMol25 structures with the same formula, charge and spin = 18.0 kcal/mol
Multiplicity = 2
HOMO-LUMO gap (alpha / beta) = 0.187 / 0.170 Ha
HOMO (alpha / beta) = -13.388 / -13.389 eV
Net charge = +2
DFT total energy = -65833.242 eV
F_max = 1.0 eV/Å

CARTESIAN COORDINATES (ANGSTROEM)
Tc1 0.1947 -1.8827 -1.4485
S1 -7.0835 -1.1846 -0.7323
S2 2.4358 -2.2961 -1.7354
S3 4.6206 -1.1362 -0.1349
O1 0.1753 -0.0191 -1.8901
N1 -6.7247 -3.7506 -1.2649
N2 2.0640 -0.9559 0.5439
N3 0.8603 -1.3971 0.2835
N4 -1.9693 -2.0589 -1.2692
C1 -2.5253 -3.1515 -0.7020
C2 3.7428 3.3120 0.0942
C3 4.7450 1.3509 1.0693
C4 -2.7929 -1.1289 -1.8030
C5 -3.8818 -3.3537 -0.6543
C6 4.7364 -0.1264 1.3707
C7 -0.5416 0.5482 0.3323
C8 -1.2557 2.8118 0.7403
C9 2.9708 -1.4342 -0.3175
C10 -4.1609 -1.2505 -1.7773
C11 -1.1772 1.5129 1.1558
C12 -0.1328 0.9172 -0.9862
C13 -4.7394 -2.3845 -1.1979
C14 -0.1941 2.2488 -1.3808
C15 3.7349 1.9446 0.3173
C16 4.7598 4.0982 0.6176
C17 -0.2729 -0.7480 0.7941
C18 5.7664 2.1413 1.5829
C19 5.7708 3.5106 1.3618
C20 -0.7438 3.1787 -0.5179
C21 -1.0234 -1.4338 1.8716
C22 -6.2145 -2.5250 -1.1224
H1 2.9612 3.7686 -0.5008
H2 4.7698 5.1647 0.4366
H3 -0.8090 4.2140 -0.8278
H4 0.1461 2.5158 -2.3727
H5 -0.6560 -1.0658 2.8383
H6 -1.8432 -3.8811 -0.2795
H7 2.9417 1.3387 -0.1074
H8 -1.5221 1.2283 2.1418
H9 -4.7755 -0.4814 -2.2187
H10 -1.6928 3.5666 1.3789
H11 -2.0917 -1.2324 1.8175
H12 -4.2651 -4.2346 -0.1578
H13 6.5708 4.1163 1.7660
H14 -7.7144 -3.9000 -1.1364
H15 3.9233 -0.4164 2.0320
H16 -0.8264 -2.5043 1.8534
H17 -2.3220 -0.2699 -2.2611
H18 6.5629 1.6872 2.1607
H19 -6.1737 -4.5282 -1.5933
H20 5.6726 -0.4440 1.8293